(1)
A 17-piece molecular cluster, H34O17 overall at a distorted geometry, computed with the ωB97M-V functional and the def2-TZVPD basis.

ORCA input file:
```
! RIJCOSX wB97M-V def2-TZVPD def2/J DEFGRID3
* xyz 0 1
O 2.16 -5.26 -2.05
H 1.18 -5.16 -1.88
H 2.54 -4.40 -2.10
O 0.98 -3.90 2.41
H 1.45 -3.27 1.86
H 1.51 -4.02 3.23
O 0.38 -1.75 -2.22
H -0.03 -0.92 -1.86
H 1.13 -1.85 -1.74
O -0.35 5.02 1.20
H -0.42 5.58 0.38
H 0.38 4.49 0.80
O -1.65 -2.55 -0.08
H -2.23 -3.21 -0.40
H -0.94 -2.63 -0.72
O -1.79 -2.98 3.22
H -1.05 -3.75 3.27
H -1.86 -2.80 2.34
O 2.42 -1.11 0.72
H 2.10 -0.27 1.09
H 3.28 -0.96 0.22
O 3.70 1.84 -3.04
H 3.27 0.95 -3.23
H 3.58 2.20 -4.01
O -1.70 -0.87 -3.56
H -1.23 -1.58 -3.06
H -2.55 -0.61 -3.15
O 2.95 3.14 0.13
H 2.91 2.24 0.55
H 3.78 2.88 -0.33
O -4.37 0.29 -1.29
H -5.11 0.29 -0.69
H -4.04 -0.62 -1.26
O 0.81 2.74 -2.16
H 0.87 1.96 -1.62
H 1.53 3.40 -1.96
O 1.72 -3.50 -0.35
H 1.23 -3.99 0.38
H 1.82 -2.58 0.03
O 1.48 1.14 1.56
H 0.60 1.21 1.17
H 1.50 1.09 2.50
O -4.85 2.03 0.80
H -5.51 1.43 0.84
H -4.77 2.53 -0.02
O -0.74 3.21 3.89
H -0.63 3.68 4.78
H -1.16 4.02 3.53
O -1.30 2.21 0.30
H -1.02 3.01 0.72
H -1.95 1.93 0.88
*
```

DFT total energy: -35357.604 eV
HOMO-LUMO gap: 10.26 eV
relative energy (zero: lowest compared OMol25 entry of this formula, charge and spin): 425.2 kJ/mol


(2)
A 13-piece molecular cluster, H36N6O10S overall at a distorted geometry, computed with the ωB97M-V functional and the def2-TZVPD basis.

ORCA input file:
```
! RIJCOSX wB97M-V def2-TZVPD def2/J DEFGRID3
* xyz 4 1
N 0.90 -0.17 3.15
H 0.57 0.78 3.16
H 1.88 -0.35 3.01
H 0.49 -0.60 2.33
H 0.59 -0.65 3.99
N 1.23 2.76 -0.86
H 1.26 3.10 0.09
H 0.99 1.77 -0.88
H 2.05 3.03 -1.37
H 0.47 3.23 -1.33
N -3.49 0.82 -0.65
H -3.24 1.68 -1.12
H -4.20 0.28 -1.13
H -3.78 0.97 0.30
H -2.62 0.31 -0.66
N 3.04 -0.48 -2.33
H 3.28 0.15 -3.08
H 3.72 -0.49 -1.58
H 3.02 -1.44 -2.64
H 2.17 -0.20 -1.89
N -1.51 3.52 1.11
H -1.32 2.54 0.98
H -2.16 3.98 0.48
H -0.64 4.02 1.19
H -2.06 3.57 1.96
N -1.29 -2.51 -2.52
H -2.16 -2.70 -2.99
H -1.02 -3.26 -1.90
H -1.53 -1.74 -1.91
H -0.58 -2.07 -3.08
S -0.16 -0.08 -0.06
O -0.62 1.05 0.76
O -1.37 -0.54 -0.77
O 0.87 0.24 -1.07
O 0.26 -1.15 0.84
O 2.35 -2.54 1.28
H 2.82 -1.96 1.88
H 1.58 -2.03 1.01
O 0.44 -4.48 1.65
H 1.21 -3.96 1.41
H -0.30 -4.00 1.27
O 3.36 1.43 0.42
H 4.18 1.12 0.05
H 2.89 0.64 0.67
O -1.64 -3.01 0.61
H -2.38 -2.42 0.76
H -0.87 -2.46 0.71
O -2.13 0.13 3.10
H -3.04 0.34 2.91
H -1.67 0.30 2.28
O 0.32 1.18 -3.46
H -0.51 1.67 -3.45
H 0.34 0.72 -2.62
*
```

DFT total energy: -40794.515 eV
HOMO-LUMO gap: 6.68 eV


(3)
A 18-piece molecular cluster, H36O18 overall at a distorted geometry, computed with the ωB97M-V functional and the def2-TZVPD basis.

ORCA input file:
```
! RIJCOSX wB97M-V def2-TZVPD def2/J DEFGRID3
* xyz 0 1
O -4.58 1.35 1.71
H -3.81 1.27 1.16
H -4.37 2.05 2.32
O 3.73 -3.60 -1.86
H 3.19 -4.32 -2.20
H 3.89 -3.83 -0.94
O -2.08 -2.20 -0.62
H -2.37 -3.06 -0.92
H -1.68 -2.36 0.24
O 1.77 2.09 -2.00
H 1.38 2.43 -1.20
H 1.11 1.50 -2.37
O -4.36 -1.22 2.37
H -4.07 -1.17 3.28
H -4.56 -0.31 2.13
O -0.45 -5.31 0.63
H -0.63 -4.63 1.28
H -0.83 -6.11 1.00
O -2.52 0.59 0.14
H -3.08 -0.12 -0.19
H -1.79 0.62 -0.49
O -1.86 4.60 -2.32
H -1.31 4.07 -2.90
H -1.48 5.48 -2.38
O 0.81 -0.79 2.58
H 1.29 -0.61 3.39
H 1.47 -0.75 1.89
O 2.98 1.51 2.48
H 2.09 1.81 2.68
H 3.26 1.07 3.28
O -0.19 -3.08 -4.16
H -0.16 -2.52 -4.94
H -0.98 -3.60 -4.27
O 3.09 4.38 0.22
H 3.89 4.67 -0.22
H 3.14 3.42 0.21
O 0.00 0.10 -0.85
H 0.86 -0.17 -1.17
H -0.33 -0.68 -0.40
O -0.52 3.03 -0.03
H -0.70 3.83 0.47
H -0.88 3.20 -0.90
O 1.51 -1.57 -2.30
H 0.73 -1.90 -2.75
H 2.16 -2.26 -2.41
O 4.68 1.42 -0.59
H 3.80 1.30 -0.22
H 4.52 1.64 -1.51
O -0.07 2.10 2.67
H -0.21 1.16 2.60
H -0.22 2.43 1.78
O -1.65 -2.66 2.04
H -2.51 -2.25 2.00
H -1.12 -2.06 2.57
*
```

DFT total energy: -37440.962 eV
HOMO-LUMO gap: 11.07 eV
relative energy (zero: lowest compared OMol25 entry of this formula, charge and spin): 149.5 kJ/mol


(4)
A 18-piece molecular cluster, H37O18 overall at a distorted geometry, computed with the ωB97M-V functional and the def2-TZVPD basis.

ORCA input file:
```
! RIJCOSX wB97M-V def2-TZVPD def2/J DEFGRID3
* xyz 0 2
O -4.26 0.55 -1.00
H 1.13 -4.99 0.03
H -4.86 0.33 -1.76
O 3.32 -1.52 -0.06
H -0.15 4.35 1.11
O -4.64 3.40 -1.19
H -5.38 2.80 -0.89
H -0.75 -4.54 -1.23
O 1.06 -2.77 4.60
H 4.27 -1.67 -0.25
H 0.37 -2.50 5.26
O -1.00 0.92 1.44
H -1.65 1.02 0.65
H -1.63 1.17 2.14
O -1.14 4.60 0.99
H -1.31 4.62 -0.01
H -1.64 -3.55 -1.90
O -2.11 -0.29 -4.49
H 1.98 -0.29 -1.52
H -2.74 3.26 -0.63
O -3.80 -3.40 -1.94
H -4.45 -3.17 -1.28
H -4.11 -4.10 -2.51
O 3.42 2.29 3.15
H 3.73 2.05 4.03
H -0.07 2.42 0.36
O -0.73 -3.61 -1.64
H -2.04 -0.66 -5.36
H 0.29 -3.09 4.07
O 1.57 0.55 1.39
H 1.59 0.45 0.29
H 1.95 1.45 1.50
O -0.18 -5.20 1.91
H -0.74 -5.88 2.26
H 0.00 -4.46 2.48
O 0.58 -5.59 -0.48
H 4.18 2.79 2.82
H 0.58 -6.39 0.04
O 3.66 3.72 -1.21
H 3.78 3.04 -1.94
H 2.88 3.41 -0.71
O 5.09 0.58 0.54
H 5.90 0.75 1.01
H 5.02 1.20 -0.19
O 0.65 3.05 0.30
H -3.47 -0.01 -1.14
H 0.52 0.65 1.37
O -2.02 3.23 -1.25
H -5.07 4.08 -1.70
H -2.53 3.28 -2.06
O 1.27 -0.31 -0.87
H 3.57 -0.63 0.27
H 1.12 -1.27 -0.61
H -1.29 0.02 -4.12
H 0.29 3.86 -0.04
*
```

⟨S²⟩: 0.751
DFT total energy: -37449.976 eV
HOMO-LUMO gap (spin up / spin down): 2.54 / 10.04 eV
relative energy (zero: lowest compared OMol25 entry of this formula, charge and spin): 264.2 kJ/mol


(5)
H37O18 as an isolated structure at a distorted geometry, computed with the ωB97M-V functional and the def2-TZVPD basis.

ORCA input file:
```
! RIJCOSX wB97M-V def2-TZVPD def2/J DEFGRID3
* xyz 0 2
O 3.38 3.37 2.31
H -4.04 -2.44 4.43
H -3.70 -2.11 2.00
O -3.94 -2.84 1.40
H 3.98 2.99 2.96
O -0.24 2.88 -5.08
H -0.37 2.27 -4.35
H 0.11 -2.00 -3.06
O -1.86 3.35 -3.10
H -2.46 3.82 -3.70
H -2.03 3.78 -2.25
O -1.26 -2.54 -2.76
H -1.22 -3.31 -2.19
H -1.93 -1.87 -2.61
O 1.80 -0.42 -0.56
H 1.31 0.36 -0.28
H 2.68 -0.11 -0.17
O 2.08 -4.08 1.26
H 4.34 0.99 0.98
H 1.77 -3.65 -0.65
O 1.75 3.35 -2.30
H 2.63 3.22 -2.67
H 2.00 4.11 -1.75
O -4.18 1.24 3.32
H -3.49 1.57 3.90
H 0.96 -0.79 -2.78
O 1.16 -2.93 -0.89
H 2.73 -4.49 1.83
H 1.64 -2.19 -0.43
O -1.52 -0.09 -3.27
H -2.21 0.57 -3.03
H -1.76 0.06 -4.21
O 4.67 -1.83 -1.14
H 5.10 -2.41 -0.52
H 3.85 -2.21 -1.44
O -4.00 -1.67 3.85
H -4.87 1.90 3.35
H -4.77 -1.13 4.05
O 0.34 2.69 3.57
H 0.40 3.15 4.41
H -0.54 2.91 3.24
O -2.19 0.66 1.57
H -2.96 0.14 1.84
H -2.48 1.15 0.80
O 1.12 -1.73 -3.00
H 2.48 3.36 2.66
H 1.27 -2.20 -1.98
O 3.84 0.79 0.18
H -0.08 3.70 -4.62
H 4.58 0.76 -0.44
O 0.10 -1.32 2.57
H -0.83 -1.11 2.70
H 0.60 -0.73 3.14
H 1.16 -4.01 1.54
H -4.89 -2.93 1.36
*
```

⟨S²⟩: 0.751
DFT total energy: -37451.491 eV
HOMO-LUMO gap (spin up / spin down): 2.06 / 10.28 eV
relative energy (zero: lowest compared OMol25 entry of this formula, charge and spin): 118.0 kJ/mol